Below is 2 unconnected molecules or ions with the total composition C4H10N2 in a non-equilibrium geometry, with properties calculated with wB97M-V/def2-TZVPD.

```
16
Properties=species:S:1:pos:R:3:nbo_charge:R:1
C 0.633 0.098 -1.890 -0.66
C -0.433 0.654 -0.993 -0.32
C -0.205 1.292 0.157 0.00
N 1.039 1.593 0.685 -0.82
H 0.213 -0.648 -2.564 0.22
H 1.434 -0.374 -1.317 0.20
H 1.078 0.889 -2.498 0.22
H -1.451 0.573 -1.341 0.21
H -1.032 1.688 0.734 0.19
H 1.086 1.659 1.689 0.38
H 1.806 1.073 0.284 0.37
C -0.858 -1.723 1.801 -0.05
N -0.789 -2.196 0.651 -0.60
H -0.862 -0.660 2.065 0.14
H -0.936 -2.418 2.631 0.15
H -0.725 -1.500 -0.096 0.35
```

Values from the calculation:
total energy = -7289.018 eV
structure (SMILES) = C/C=C\N.C=N
gap between HOMO and LUMO = 9.2 eV
highest occupied orbital energy = -8.27 eV
molecular weight = 86.1 g mol⁻¹
ΔE to the lowest compared entry with this formula, charge and spin = 1.6016 eV

=====

Below is 2 unconnected molecules or ions with the total composition C4H9BINO2 in a non-equilibrium geometry, with properties calculated with wB97M-V/def2-TZVPD.

```
18
Properties=species:S:1:pos:R:3:nbo_charge:R:1
B 0.561 0.072 0.591 1.07
C -2.334 -2.395 0.286 0.21
C 0.585 2.492 -0.077 -0.25
C 1.651 -1.591 -0.955 -0.29
C 1.163 -1.331 0.271 -0.55
N -2.400 -1.231 0.340 -0.46
O -0.284 0.252 1.681 -0.89
O 0.958 1.138 -0.137 -0.70
I -4.234 0.196 -0.587 -0.47
H -2.889 -3.302 -0.063 0.24
H -0.425 2.729 0.328 0.17
H 0.642 2.863 -1.112 0.20
H 1.332 3.087 0.612 0.19
H 1.993 -2.591 -1.204 0.18
H 1.407 -1.019 -1.788 0.19
H 1.351 -2.112 0.941 0.22
H -1.867 -0.433 0.580 0.45
H -0.735 1.056 1.651 0.48
```

Values from the calculation:
total energy = -18654.562 eV
gap between HOMO and LUMO (alpha / beta) = 7.3 / 7.2 eV
highest occupied orbital energy (alpha / beta) = -8.02 / -8.01 eV
molecular weight = 240.8 g mol⁻¹
ΔE to the lowest compared entry with this formula, charge and spin = 1.1346 eV

=====

Below is C3H4N2O in the gas phase, with properties calculated with wB97M-V/def2-TZVPD.

```
10
Properties=species:S:1:pos:R:3:nbo_charge:R:1
H 2.643 -0.114 0.768 0.34
N 1.656 -0.331 0.668 -0.64
C 1.044 0.539 -0.033 0.09
C -0.382 0.352 -0.310 -0.02
O -1.141 1.272 -1.011 -0.68
C -0.917 -0.744 0.201 0.45
N -1.347 -1.793 0.650 -0.58
H 1.496 1.425 -0.494 0.17
H -1.150 1.044 -1.949 0.48
H -1.906 -1.635 1.483 0.38
```

Values from the calculation:
total energy = -8201.128 eV
structure (SMILES) = [H]/N=C/C(O)=C=N
gap between HOMO and LUMO = 9.4 eV
highest occupied orbital energy = -8.72 eV
molecular weight = 84.1 g mol⁻¹
ΔE to the lowest compared entry with this formula, charge and spin = 2.7577 eV

=====

Below is C6H5NO in the gas phase in a non-equilibrium geometry, with properties calculated with wB97M-V/def2-TZVPD.

```
13
Properties=species:S:1:pos:R:3:nbo_charge:R:1
O 2.062 1.500 0.455 -0.55
C 1.144 0.719 0.239 0.49
C 0.848 -0.589 1.069 -0.22
C -0.221 -1.319 1.078 -0.26
C -1.509 -1.211 0.290 0.14
N -1.689 -0.605 -0.959 -0.43
C -0.918 0.351 -1.402 0.01
C 0.209 1.042 -0.946 -0.27
H 1.498 -0.709 1.947 0.23
H -0.398 -2.138 1.932 0.22
H -2.393 -1.687 1.007 0.21
H -1.031 0.950 -2.229 0.20
H 0.325 1.859 -1.552 0.21
```

Values from the calculation:
total energy = -9836.344 eV
structure (SMILES) = O=c1cccncc1
gap between HOMO and LUMO = 7.8 eV
highest occupied orbital energy = -9.09 eV
molecular weight = 107.1 g mol⁻¹
ΔE to the lowest compared entry with this formula, charge and spin = 2.8642 eV

=====

Below is a molecular structure, C10H8F5N2OSTl, with properties calculated with wB97M-V/def2-TZVPD.

```
28
Properties=species:S:1:pos:R:3:nbo_charge:R:1
Tl 0.956 0.999 0.482 0.92
F 2.028 6.276 5.858 -0.30
C 1.751 5.297 4.986 0.23
C 1.701 3.977 5.402 0.27
F 1.930 3.679 6.686 -0.30
C 1.419 2.969 4.498 0.26
F 1.382 1.701 4.942 -0.30
C 1.170 3.225 3.143 0.23
O 0.894 2.276 2.291 -0.95
C 1.232 4.571 2.761 0.28
F 1.015 4.888 1.470 -0.32
C 1.514 5.587 3.654 0.26
F 1.563 6.857 3.232 -0.30
C 0.150 -2.603 -4.454 -0.41
N -0.752 -3.245 -3.532 -0.41
C -1.761 -4.187 -3.993 -0.21
C -2.430 -4.613 -2.681 -0.22
N -2.098 -3.487 -1.823 -0.59
C -1.030 -2.797 -2.292 0.32
S -0.224 -1.597 -1.454 -0.34
H 0.633 -3.361 -5.071 0.20
H 0.902 -2.061 -3.887 0.25
H -0.379 -1.899 -5.104 0.20
H -1.298 -5.021 -4.521 0.21
H -2.465 -3.693 -4.671 0.19
H -2.005 -5.546 -2.299 0.19
H -3.508 -4.731 -2.784 0.21
H -2.292 -3.463 -0.837 0.42
```

Values from the calculation:
total energy = -44642.869 eV
gap between HOMO and LUMO = 7.6 eV
highest occupied orbital energy = -7.72 eV
molecular weight = 503.6 g mol⁻¹
ΔE to the lowest compared entry with this formula, charge and spin = 0.9607 eV

=====

Below is 8 unconnected molecules or ions with the total composition C32H48O24 in a non-equilibrium geometry, with properties calculated with wB97M-V/def2-TZVPD.

```
104
Properties=species:S:1:pos:R:3:mulliken_charge:R:1
C 3.568 3.153 -5.577 -1.54
C 2.379 2.825 -4.728 0.50
C 2.601 1.941 -3.503 -0.44
O 1.752 2.503 -2.519 -0.19
C 1.439 3.804 -2.864 0.68
O 0.794 4.506 -2.171 -0.48
O 1.977 4.047 -4.068 -0.43
H 3.789 2.289 -6.216 0.40
H 4.467 3.440 -5.040 0.35
H 3.320 3.899 -6.333 0.38
H 1.523 2.415 -5.271 0.26
H 3.649 1.913 -3.197 0.30
H 2.227 0.943 -3.733 0.24
C 0.093 1.533 0.383 -1.48
C -0.043 0.294 -0.500 0.72
C -1.073 -0.777 -0.128 -0.07
O -2.028 -0.708 -1.171 -0.38
C -1.703 0.212 -2.097 0.31
O -2.349 0.369 -3.075 -0.48
O -0.502 0.737 -1.805 -0.06
H 0.608 1.314 1.316 0.27
H -0.921 1.791 0.708 0.40
H 0.563 2.330 -0.179 0.26
H 0.968 -0.080 -0.681 0.21
H -1.556 -0.498 0.814 0.24
H -0.609 -1.750 0.013 0.05
C 3.240 2.011 3.650 -1.39
C 3.163 1.667 5.109 0.87
C 3.127 0.158 5.405 -0.32
O 4.131 -0.047 6.381 -0.34
C 4.866 1.066 6.549 0.60
O 5.824 1.182 7.226 -0.53
O 4.381 2.065 5.763 -0.38
H 3.414 3.087 3.524 0.31
H 2.279 1.897 3.153 0.24
H 4.057 1.596 3.061 0.45
H 2.308 2.168 5.569 -0.01
H 3.326 -0.405 4.498 0.21
H 2.145 -0.075 5.808 0.29
C 2.251 -5.185 4.100 -1.31
C 0.859 -5.104 3.473 0.44
C -0.106 -4.224 4.281 -0.38
O 0.090 -2.919 3.753 -0.32
C 0.745 -3.017 2.550 0.67
O 1.030 -2.051 1.922 -0.63
O 1.025 -4.283 2.280 -0.34
H 2.849 -6.022 3.737 0.37
H 2.133 -5.406 5.163 0.37
H 2.802 -4.275 3.883 0.30
H 0.422 -6.050 3.170 0.25
H 0.268 -4.265 5.305 0.28
H -1.157 -4.495 4.200 0.29
C 2.187 6.575 4.934 -1.47
C 1.301 5.364 4.746 0.76
C -0.195 5.792 4.767 -0.43
O -0.646 5.573 3.433 -0.33
C 0.302 4.899 2.723 0.63
O 0.041 4.364 1.686 -0.56
O 1.471 4.893 3.400 -0.30
H 2.046 7.068 5.897 0.42
H 2.151 7.311 4.137 0.35
H 3.208 6.180 4.993 0.36
H 1.425 4.510 5.408 -0.01
H -0.293 6.856 4.968 0.26
H -0.784 5.236 5.495 0.30
C -3.259 -3.423 -4.530 -1.38
C -2.448 -2.314 -5.237 0.45
C -0.923 -2.276 -4.806 0.10
O -0.333 -2.930 -5.920 -0.41
C -1.180 -3.298 -6.897 0.59
O -0.860 -3.878 -7.879 -0.53
O -2.407 -2.865 -6.578 -0.43
H -3.555 -3.159 -3.514 0.37
H -2.668 -4.339 -4.610 0.32
H -4.155 -3.641 -5.108 0.38
H -3.029 -1.398 -5.189 0.29
H -0.918 -2.938 -3.937 0.16
H -0.486 -1.302 -4.617 0.06
C -3.036 -7.567 1.592 -1.34
C -1.856 -7.537 0.631 0.28
C -2.219 -7.610 -0.858 -0.42
O -2.234 -6.237 -1.247 -0.31
C -1.819 -5.469 -0.207 0.53
O -1.842 -4.292 -0.198 -0.51
O -1.222 -6.254 0.720 -0.21
H -3.518 -8.547 1.517 0.41
H -3.789 -6.859 1.236 0.32
H -2.742 -7.419 2.625 0.32
H -1.154 -8.315 0.932 0.35
H -3.200 -8.077 -0.919 0.29
H -1.449 -8.135 -1.414 0.30
C -4.488 3.374 -2.803 -1.34
C -3.156 4.104 -2.853 0.47
C -2.059 3.613 -3.785 0.51
O -1.548 4.830 -4.306 -0.36
C -2.456 5.818 -4.222 0.57
O -2.357 6.889 -4.702 -0.55
O -3.475 5.386 -3.447 -0.42
H -4.344 2.485 -2.184 0.31
H -4.902 3.242 -3.794 0.35
H -5.104 3.996 -2.151 0.39
H -2.704 4.176 -1.859 0.28
H -2.452 3.019 -4.620 0.27
H -1.273 3.010 -3.339 -0.50
```

Values from the calculation:
total energy = -83103.589 eV
structure (SMILES) = C[C@H]1COC(=O)O1.C[C@H]1COC(=O)O1.C[C@H]1COC(=O)O1.C[C@H]1COC(=O)O1.C[C@H]1COC(=O)O1.C[C@H]1COC(=O)O1.C[C@H]1COC(=O)O1.C[C@H]1COC(=O)O1
gap between HOMO and LUMO = 10.3 eV
highest occupied orbital energy = -10.29 eV
molecular weight = 816.7 g mol⁻¹
ΔE to the lowest compared entry with this formula, charge and spin = 1.7367 eV

=====

Below is C23H25N3O4 in the gas phase, with properties calculated with wB97M-V/def2-TZVPD.

```
55
Properties=species:S:1:pos:R:3:nbo_charge:R:1
C 1.432 -4.624 -5.295 -0.25
O 0.442 -4.843 -4.320 -0.49
C 0.251 -3.890 -3.366 0.32
C 0.958 -2.702 -3.266 -0.33
C 0.669 -1.811 -2.244 -0.21
C -0.317 -2.088 -1.316 0.13
N -0.665 -1.241 -0.255 -0.62
C -0.175 -0.029 0.063 0.70
O 0.697 0.554 -0.569 -0.67
C -0.794 0.646 1.276 -0.30
C -1.656 1.853 0.804 -0.30
C -0.957 3.186 1.057 0.70
O -1.390 4.051 1.787 -0.63
N 0.189 3.286 0.354 -0.64
C 1.109 4.383 0.515 -0.26
C 2.418 3.993 1.158 0.21
C 2.929 2.699 1.099 -0.27
C 4.145 2.439 1.710 -0.16
C 4.812 3.471 2.350 -0.27
C 4.223 4.726 2.341 0.05
N 3.063 4.980 1.766 -0.43
C -2.980 1.652 1.578 -0.25
C -2.648 1.792 3.041 -0.16
C -1.946 0.723 3.391 -0.21
C -1.788 -0.145 2.162 -0.27
C -3.128 0.129 1.467 -0.39
C -1.038 -3.296 -1.416 0.29
O -1.999 -3.491 -0.458 -0.52
C -2.755 -4.678 -0.503 -0.25
C -0.749 -4.181 -2.433 -0.34
H 2.426 -4.534 -4.845 0.18
H 1.408 -5.500 -5.941 0.20
H 1.219 -3.730 -5.890 0.18
H 1.734 -2.449 -3.970 0.22
H 1.217 -0.887 -2.166 0.26
H -1.398 -1.628 0.324 0.43
H 0.044 1.003 1.886 0.25
H -1.850 1.777 -0.272 0.23
H 0.497 2.484 -0.188 0.43
H 1.322 4.833 -0.463 0.21
H 0.621 5.136 1.139 0.26
H 2.401 1.911 0.585 0.23
H 4.565 1.444 1.684 0.21
H 5.760 3.308 2.839 0.22
H 4.699 5.572 2.820 0.19
H -3.795 2.269 1.212 0.23
H -2.899 2.652 3.630 0.23
H -1.486 0.505 4.337 0.22
H -1.512 -1.179 2.362 0.22
H -3.186 -0.226 0.438 0.20
H -3.976 -0.252 2.033 0.22
H -3.322 -4.755 -1.435 0.18
H -2.119 -5.561 -0.389 0.18
H -3.445 -4.618 0.337 0.20
H -1.275 -5.114 -2.545 0.23
```

Values from the calculation:
total energy = -36917.090 eV
structure (SMILES) = COc1ccc(NC(=O)[C@H]2[C@H](C(=O)NCc3ccccn3)[C@@H]3C=C[C@H]2C3)c(OC)c1
gap between HOMO and LUMO = 8.7 eV
highest occupied orbital energy = -8.12 eV
molecular weight = 407.5 g mol⁻¹
ΔE to the lowest compared entry with this formula, charge and spin = 2.7423 eV